{"formula": "C24H42I3N3P", "method": "wB97M-V/def2-TZVPD", "species": ["C", "C", "P", "C", "C", "C", "C", "N", "C", "I", "C", "C", "I", "C", "I", "C", "N", "C", "C", "C", "C", "H", "H", "H", "H", "H", "H", "H", "H", "H", "H", "H", "H", "H", "H", "H", "H", "H", "H", "H", "H", "H", "H", "C", "C", "C", "C", "N", "C", "C", "C", "C", "C", "H", "H", "H", "H", "H", "H", "H", "H", "H", "H", "H", "H", "H", "H", "H", "H", "H", "H", "H", "H"], "positions_angstrom": [[2.043, -5.983, 0.522], [0.623, -6.011, -0.055], [-0.624, -4.998, 0.836], [-2.183, -5.742, 0.173], [-2.959, -6.500, 1.269], [-0.457, -3.211, 0.192], [0.201, -3.423, -1.096], [0.763, -3.565, -2.087], [-1.806, -2.513, -0.077], [-1.980, -1.479, -1.935], [-2.875, -2.391, 0.712], [-4.143, -1.663, 0.360], [-2.917, -3.140, 2.666], [0.569, -2.300, 1.107], [0.858, -3.198, 3.108], [-0.065, -1.005, 1.267], [-0.570, 0.021, 1.400], [1.955, -2.199, 0.455], [3.143, -1.520, 1.189], [2.830, -0.357, 2.137], [4.100, -2.529, 1.874], [2.666, -5.232, 0.044], [2.510, -6.944, 0.304], [2.043, -5.876, 1.604], [0.238, -7.024, 0.076], [0.662, -5.838, -1.131], [-2.806, -5.005, -0.328], [-1.888, -6.451, -0.600], [-3.049, -7.554, 1.019], [-3.972, -6.109, 1.344], [-2.485, -6.403, 2.242], [-4.888, -1.821, 1.133], [-3.949, -0.594, 0.289], [-4.554, -2.042, -0.574], [1.817, -1.670, -0.488], [2.257, -3.219, 0.241], [3.734, -1.081, 0.385], [2.694, 0.573, 1.583], [3.684, -0.194, 2.792], [1.954, -0.499, 2.760], [5.126, -2.212, 1.691], [3.940, -2.536, 2.947], [3.989, -3.533, 1.471], [1.188, 2.255, -0.564], [-0.294, 2.323, -0.909], [-0.593, 3.081, -2.204], [-0.185, 4.545, -2.304], [-0.840, 5.510, -1.338], [-0.180, 5.490, 0.023], [1.021, 6.400, -0.123], [0.467, 7.566, -0.944], [-0.615, 6.942, -1.834], [-2.301, 5.238, -1.226], [1.669, 3.238, -0.546], [1.318, 1.808, 0.419], [1.727, 1.641, -1.288], [-0.858, 2.741, -0.071], [-0.675, 1.308, -1.021], [-1.653, 2.982, -2.446], [-0.069, 2.581, -3.024], [-0.458, 4.899, -3.297], [0.890, 4.676, -2.193], [-0.900, 5.899, 0.730], [0.065, 4.473, 0.303], [1.828, 5.893, -0.654], [1.412, 6.711, 0.842], [1.235, 8.065, -1.529], [0.022, 8.314, -0.290], [-0.332, 6.897, -2.881], [-1.560, 7.470, -1.750], [-2.452, 4.268, -0.763], [-2.740, 5.259, -2.221], [-2.745, 6.010, -0.605]], "total_charge": 1, "homo_lumo_gap_ev": 7.48, "lumo_ev": -2.229, "spin_multiplicity": 1, "total_energy_ev": -63622.1524}